C37H75O15PS | ωB97M-V/def2-TZVPD

Atoms and positions in Å:
S -0.961 -2.822 5.192
P -0.954 -1.455 3.842
O 2.830 -0.145 -3.759
O -6.547 -4.823 -3.557
O 2.595 4.033 -1.244
O -0.117 -1.692 0.177
O -5.326 -1.111 -0.442
O 0.244 -0.038 1.662
O -0.632 -2.070 2.311
O 5.117 -0.086 -7.185
O 7.633 2.586 -4.211
O -1.004 -6.143 5.955
O -1.187 0.902 5.529
O 1.675 -0.090 1.451
O -5.911 3.188 4.645
O -0.975 -3.655 -4.264
O -1.169 6.091 7.511
C 2.817 -1.072 3.440
C -6.544 2.373 2.501
C 1.085 -2.553 -4.732
C -1.630 2.034 5.543
C -5.943 -4.950 -4.596
C -3.099 2.296 5.361
C -1.609 -6.815 5.156
C 0.871 7.278 7.225
C -2.572 -7.896 5.591
C -6.146 -6.154 -5.487
C 0.422 -3.283 -2.373
C 4.863 1.011 -4.188
C 1.243 3.996 0.713
C 0.730 2.558 -1.350
C -0.178 -1.311 1.300
C 0.073 -3.216 -3.836
C 2.993 -2.334 2.585
C 2.336 0.181 2.683
C 7.609 3.331 -5.162
C 7.837 4.816 -5.010
C 4.343 -0.553 -7.990
C 2.958 -0.987 -7.579
C -4.949 -3.918 -5.069
C 3.855 0.329 -3.309
C 7.340 2.821 -6.557
C -0.019 6.582 9.534
C -1.445 -6.608 3.668
C -4.313 -1.649 -0.827
C -0.732 3.227 5.729
C -0.205 6.599 8.036
C -3.099 -0.857 -1.244
C 4.160 0.254 -1.832
C -8.157 3.667 4.028
C -6.781 3.087 3.810
C 4.718 -0.729 -9.441
C 1.621 3.577 -0.689
C -4.179 -3.149 -0.920
H 1.959 4.726 1.083
H 2.210 -0.428 -8.144
H -6.709 3.056 1.666
H -5.523 2.000 2.463
H 2.038 -3.082 -4.682
H -0.808 3.888 4.864
H 3.344 -0.259 -1.324
H -7.233 1.534 2.400
H 4.519 0.995 -5.214
H 0.958 8.325 7.520
H 0.569 -2.277 -1.990
H 4.000 -2.414 2.178
H 0.299 2.895 5.842
H 4.265 1.261 -1.424
H -1.031 3.788 6.615
H -0.044 -0.440 4.088
H -5.261 -3.516 -6.034
H 1.109 2.336 -2.345
H 7.182 1.745 -6.535
H 3.790 -0.817 3.865
H 2.302 -2.383 1.745
H -0.736 -5.802 3.493
H 1.833 6.791 7.396
H 0.717 -2.568 -5.758
H -1.080 -7.524 3.200
H 2.801 -3.211 3.202
H 2.169 -1.278 4.293
H 8.186 3.052 -7.208
H 5.736 -0.380 -9.602
H -8.199 4.150 5.001
H -0.855 6.067 10.000
H 0.244 4.436 0.715
H 4.649 -1.782 -9.720
H -3.371 -3.488 -0.269
H -2.855 -1.071 -2.286
H -3.572 -7.681 5.211
H 5.086 -0.298 -1.664
H 0.910 6.069 9.790
H 0.034 7.603 9.915
H -5.110 -3.622 -0.616
H -6.881 -6.819 -5.040
H 6.962 5.366 -5.362
H -2.252 -8.862 5.197
H -0.286 2.947 -1.437
H -4.898 -3.108 -4.345
H -3.950 -3.439 -1.947
H 5.824 0.501 -4.128
H -8.381 4.398 3.250
H -3.504 2.824 6.224
H -5.203 -6.688 -5.613
H -6.497 -5.836 -6.470
H -8.907 2.875 3.984
H 4.996 2.042 -3.858
H 8.700 5.124 -5.603
H 2.823 -2.050 -7.786
H -0.386 -3.762 -1.824
H 2.818 -0.805 -6.515
H 1.672 0.763 3.324
H 1.246 -1.522 -4.415
H -2.601 -7.941 6.677
H 0.726 1.636 -0.765
H -2.404 -6.346 3.219
H -2.248 -1.139 -0.626
H 1.342 -3.853 -2.231
H -3.265 2.913 4.479
H -2.201 -0.846 3.659
H 1.238 3.124 1.370
H 6.449 3.302 -6.964
H 4.036 -0.159 -10.074
H 8.014 5.054 -3.964
H 0.622 7.223 6.168
H -3.960 -4.367 -5.176
H 3.171 0.836 2.430
H -3.626 1.353 5.241
H -3.296 0.207 -1.131

Calculated values
* lowest unoccupied orbital energy: 0.3 eV
* total charge: 0
* energy: -90419.1538 eV
* SMILES: CCCOOC(=O)O[PH2]=S.CC(C)=O.CC(C)=O.CC(C)=O.CC(C)=O.CC(C)=O.CC(C)=O.CC(C)=O.CC(C)=O.CC(C)=O.CC(C)=O.CC(C)=O